No. 1
104
Properties=species:S:1:pos:R:3 method="wB97M-V/def2-TZVPD" gap_ev=7.66 relative_energy_kj_mol=745.7 homo_energy_ev=-8.3
C -1.134 0.400 -0.343
C -0.003 1.102 0.617
O 0.053 0.374 1.899
C 1.449 1.014 -0.195
N 1.137 1.351 -1.640
C 1.804 2.639 -2.093
C 0.763 3.892 -2.306
O -0.271 4.009 -1.248
C -0.087 5.226 -0.442
O -0.076 6.551 -1.101
C 0.176 7.451 0.073
O 1.046 8.467 0.180
O -0.751 6.876 1.104
C -0.826 5.380 1.013
C -2.440 5.133 1.156
C -2.976 3.686 0.603
C -4.156 3.976 -0.530
C -5.136 2.623 -0.481
S -5.840 2.286 -2.225
O -4.678 1.734 -3.135
O -6.488 3.573 -2.820
Cl -7.326 0.813 -2.160
H -0.691 -0.594 -0.822
H -1.479 1.136 -1.210
H -2.118 0.194 0.293
H -0.173 2.239 0.836
H -0.897 0.092 2.132
H 2.199 1.742 0.331
H 1.873 -0.075 -0.060
H 1.543 0.536 -2.189
H 2.676 3.002 -1.382
H 2.335 2.386 -3.131
H 1.367 4.877 -2.496
H 0.173 3.662 -3.317
H 1.057 5.130 -0.117
H -0.142 5.092 1.948
H -3.113 5.981 0.687
H -2.682 5.154 2.325
H -2.143 2.952 0.233
H -3.535 3.118 1.492
H -3.724 4.178 -1.600
H -4.786 4.920 -0.231
H -4.433 1.745 -0.147
H -5.987 2.704 0.324
O 1.832 -0.754 -3.295
C 2.619 -1.653 -3.052
O 3.752 -1.903 -3.771
C 4.496 -2.864 -3.046
C 3.458 -3.548 -2.217
O 2.481 -2.542 -2.025
H 5.006 -3.553 -3.726
H 5.244 -2.346 -2.437
H 2.997 -4.394 -2.737
H 3.853 -3.893 -1.257
O 0.243 4.921 -4.673
C -0.692 5.704 -4.681
O -1.949 5.409 -4.238
C -2.668 6.628 -4.201
C -1.942 7.485 -5.186
O -0.617 6.990 -5.133
H -3.714 6.469 -4.480
H -2.628 7.031 -3.184
H -2.323 7.367 -6.205
H -1.971 8.545 -4.916
O 6.774 -4.416 -1.570
C 6.683 -5.361 -2.336
O 5.648 -6.251 -2.344
C 5.798 -7.045 -3.506
C 7.257 -6.939 -3.809
O 7.605 -5.666 -3.295
H 5.486 -8.075 -3.314
H 5.174 -6.626 -4.302
H 7.848 -7.702 -3.291
H 7.465 -6.994 -4.881
O 2.767 -5.020 1.156
C 2.319 -4.260 1.998
O 3.033 -3.261 2.594
C 2.110 -2.476 3.326
C 0.978 -3.419 3.575
O 1.037 -4.297 2.467
H 2.560 -2.112 4.254
H 1.813 -1.618 2.714
H 1.112 -4.000 4.493
H 0.012 -2.909 3.614
O 0.844 -2.142 6.346
C -0.362 -2.072 6.512
O -0.965 -1.349 7.501
C -2.351 -1.341 7.217
C -2.537 -2.562 6.376
O -1.285 -2.707 5.732
H -2.936 -1.379 8.140
H -2.596 -0.420 6.678
H -2.732 -3.457 6.975
H -3.339 -2.443 5.642
O -4.378 -4.101 2.760
C -3.496 -4.936 2.867
O -2.463 -5.086 1.987
C -1.549 -5.992 2.575
C -2.399 -6.767 3.529
O -3.414 -5.845 3.882
H -1.091 -6.630 1.814
H -0.763 -5.423 3.082
H -2.863 -7.641 3.061
H -1.844 -7.090 4.414

---

No. 2
104
Properties=species:S:1:pos:R:3 method="wB97M-V/def2-TZVPD" gap_ev=9.11 homo_energy_ev=-9.6
O 5.024 0.830 -0.819
C 4.462 -0.197 -0.621
C 3.793 -0.662 0.716
C 2.595 -1.563 0.117
C 2.808 -1.507 -1.453
C 2.016 -0.345 -2.236
C 0.571 -0.129 -1.658
C -0.491 0.359 -2.733
C -1.720 -0.621 -2.854
C -2.827 -0.363 -1.742
F -3.230 0.953 -1.943
F -2.197 -0.512 -0.524
C -3.988 -1.387 -2.025
F -4.700 -0.902 -3.105
F -3.551 -2.623 -2.416
S -5.222 -1.648 -0.624
F -4.944 -0.186 0.020
F -4.134 -2.402 0.321
F -5.602 -3.130 -1.249
F -6.456 -1.053 -1.544
F -6.330 -1.889 0.548
C 2.269 -2.778 -2.225
C 1.172 -3.506 -1.603
C 0.620 -4.667 -2.335
C 1.238 -4.964 -3.637
C 2.337 -4.107 -4.075
N 2.862 -3.041 -3.421
O 4.215 -1.225 -1.565
H 4.398 -1.337 1.363
H 3.250 0.122 1.311
H 1.615 -1.212 0.525
H 2.720 -2.620 0.487
H 2.592 0.610 -2.306
H 1.887 -0.709 -3.296
H 0.128 -1.052 -1.186
H 0.635 0.639 -0.843
H -0.879 1.383 -2.497
H -0.022 0.414 -3.758
H -1.318 -1.668 -2.752
H -2.227 -0.482 -3.850
H 0.705 -3.232 -0.628
H -0.236 -5.266 -1.954
H 0.886 -5.788 -4.293
H 2.766 -4.346 -5.083
C 0.302 -3.111 4.020
O 1.075 -4.140 4.639
C 2.366 -4.135 4.292
O 2.892 -3.360 3.536
O 2.971 -5.141 4.934
C 4.367 -5.259 4.659
H -0.724 -3.210 4.372
H 0.673 -2.126 4.306
H 0.308 -3.225 2.935
H 4.898 -4.360 4.973
H 4.535 -5.456 3.600
H 4.745 -6.103 5.233
C -6.127 2.734 -3.391
O -6.056 3.793 -4.346
C -5.254 4.802 -3.987
O -4.621 4.873 -2.965
O -5.279 5.718 -4.962
C -4.461 6.862 -4.712
H -6.802 1.976 -3.786
H -5.146 2.281 -3.244
H -6.529 3.095 -2.444
H -3.413 6.573 -4.619
H -4.796 7.388 -3.818
H -4.558 7.533 -5.564
C -2.024 5.699 -8.013
O -0.891 6.386 -8.541
C -0.506 7.442 -7.816
O -1.026 7.830 -6.800
O 0.556 7.992 -8.414
C 1.077 9.139 -7.743
H -2.246 4.865 -8.678
H -1.806 5.301 -7.021
H -2.893 6.357 -7.981
H 1.418 8.877 -6.741
H 0.331 9.932 -7.701
H 1.931 9.495 -8.317
C 2.463 0.910 6.067
O 1.438 0.797 5.079
C 1.216 1.919 4.384
O 1.793 2.965 4.526
O 0.240 1.672 3.500
C -0.105 2.790 2.681
H 2.551 -0.056 6.562
H 3.420 1.152 5.603
H 2.197 1.660 6.813
H 0.750 3.107 2.082
H -0.473 3.615 3.290
H -0.901 2.472 2.009
C 1.938 -2.647 10.730
O 1.821 -4.032 10.410
C 2.385 -4.377 9.247
O 2.957 -3.633 8.490
O 2.204 -5.689 9.071
C 2.761 -6.198 7.858
H 1.446 -2.488 11.688
H 2.986 -2.361 10.825
H 1.439 -2.034 9.978
H 3.843 -6.053 7.841
H 2.297 -5.728 6.995
H 2.556 -7.267 7.822

---

No. 3
87
Properties=species:S:1:pos:R:3 method="wB97M-V/def2-TZVPD" gap_ev="5.10 / 4.64" s_squared=8.781 relative_energy_kj_mol=131.3 homo_energy_ev="-6.0 / -8.3" spin_multiplicity=6
Ir -0.304 0.029 0.161
C -0.906 -2.389 3.234
C -1.758 -2.191 2.005
C -1.279 -2.613 0.752
C -0.096 -3.547 0.695
C -2.025 -2.308 -0.406
C -1.633 -2.843 -1.754
C -3.215 -1.572 -0.301
C -3.973 -1.248 -1.557
C -3.699 -1.193 0.952
C -4.935 -0.340 1.066
C -3.001 -1.565 2.108
C -3.568 -1.255 3.463
H -1.107 -3.343 3.726
H -1.085 -1.599 3.957
H 0.151 -2.361 2.982
H 0.828 -3.056 0.399
H -0.283 -4.354 -0.010
H 0.080 -4.007 1.662
H -2.354 -3.594 -2.077
H -0.650 -3.295 -1.746
H -1.620 -2.059 -2.508
H -3.475 -0.460 -2.123
H -4.986 -0.921 -1.352
H -4.039 -2.116 -2.208
H -5.847 -0.938 1.090
H -5.012 0.350 0.231
H -4.911 0.260 1.969
H -3.281 -0.259 3.797
H -3.220 -1.965 4.208
H -4.653 -1.300 3.453
O -1.408 0.696 1.990
C -1.147 1.663 2.725
C 0.150 2.209 2.970
C 0.265 3.270 3.882
C 1.497 3.813 4.145
C 2.658 3.330 3.529
C 2.566 2.305 2.628
C 1.312 1.716 2.290
O 1.286 0.764 1.421
N 1.599 4.918 5.089
O 2.705 5.378 5.302
O 0.571 5.314 5.604
H -1.988 2.148 3.242
H -0.610 3.661 4.383
H 3.608 3.775 3.782
H 3.444 1.904 2.150
C -3.066 2.707 -0.404
C -1.726 2.684 -1.158
C -1.951 3.233 -2.575
C -0.712 3.575 -0.438
C -1.231 1.273 -1.255
H -3.459 3.721 -0.357
H -2.951 2.329 0.605
H -3.797 2.083 -0.912
H -2.350 4.245 -2.534
H -2.656 2.612 -3.125
H -1.017 3.256 -3.130
H -1.023 4.616 -0.472
H 0.268 3.494 -0.901
H -0.612 3.295 0.606
H -1.595 0.703 -2.110
C 4.143 -3.117 -4.023
C 2.797 -3.129 -3.327
C 2.026 -4.419 -3.547
O 3.011 -3.017 -1.906
P 2.854 -1.661 -1.094
S 3.254 -1.961 0.766
S 0.984 -0.904 -1.613
O 3.853 -0.722 -1.918
C 3.794 0.714 -1.958
C 4.264 1.291 -0.643
C 4.648 1.131 -3.139
H 4.002 -3.200 -5.100
H 4.746 -3.956 -3.684
H 4.677 -2.196 -3.809
H 2.194 -2.274 -3.657
H 2.615 -5.270 -3.211
H 1.801 -4.546 -4.604
H 1.093 -4.408 -2.989
H 2.745 0.996 -2.135
H 5.276 0.956 -0.423
H 3.609 0.966 0.161
H 4.254 2.378 -0.693
H 5.678 0.813 -2.989
H 4.631 2.212 -3.244
H 4.276 0.686 -4.059

---

Calculated max |F|, 9.9, 3.6, 3.7 eV/Å (same order as the records).